# 1
C28H84O14S14 | ωB97M-V with the def2-TZVPD basis set

The geometry in XYZ format:
```
140
Properties=species:S:1:pos:R:3:forces:R:3:mulliken_charge:R:1
C -12.130 18.712 5.139 -0.234 -0.730 0.573 -0.896
S -13.074 18.050 3.709 -2.052 0.194 0.878 0.492
O -13.600 16.658 3.976 1.211 0.943 0.044 -0.604
C -14.597 19.034 4.106 -0.044 0.769 -0.823 -0.961
H -11.829 19.758 5.083 -0.092 -0.063 -0.647 0.348
H -11.256 18.079 5.289 0.009 0.047 -0.114 0.320
H -12.773 18.628 6.015 -0.002 -0.197 0.035 0.285
H -15.335 18.824 3.332 0.098 -0.452 0.016 0.289
H -14.492 20.116 4.037 0.605 0.098 -0.010 0.399
H -15.049 18.846 5.080 0.471 -0.591 0.038 0.329
C -18.070 20.607 -0.983 -0.472 -0.542 -0.988 -0.978
S -19.807 20.893 -1.598 0.379 0.451 -0.650 0.528
O -19.831 21.181 -3.086 0.333 -0.426 1.345 -0.604
C -20.365 19.175 -1.369 0.586 0.514 -0.569 -0.899
H -17.618 19.878 -1.656 -0.108 -0.289 0.043 0.325
H -18.185 20.180 0.014 0.199 0.238 0.033 0.317
H -17.398 21.463 -1.032 -0.607 0.329 0.265 0.346
H -19.852 18.549 -2.098 0.161 -0.009 0.056 0.312
H -21.423 19.172 -1.630 0.011 -0.060 0.480 0.302
H -20.095 18.894 -0.351 -0.494 -0.180 -0.040 0.347
C -12.739 24.102 -5.311 0.754 -0.387 -1.064 -0.881
S -12.367 24.279 -3.536 -0.428 -1.493 -0.465 0.480
O -13.390 23.382 -2.870 0.980 0.810 -0.288 -0.590
C -10.781 23.323 -3.624 -0.271 -0.647 0.048 -0.877
H -13.527 24.719 -5.742 -0.205 0.028 0.724 0.316
H -12.908 23.053 -5.554 -0.550 -0.147 0.581 0.277
H -11.879 24.271 -5.959 0.435 0.591 0.371 0.351
H -10.054 23.719 -4.332 -0.097 0.498 0.275 0.364
H -10.946 22.293 -3.942 -0.638 0.004 -0.268 0.244
H -10.367 23.173 -2.627 -0.004 0.672 0.069 0.315
C -12.374 18.103 -5.606 0.042 1.077 0.065 -0.807
S -11.292 17.585 -4.230 1.319 0.131 -0.337 0.475
O -10.019 18.426 -4.359 -1.905 -0.687 0.369 -0.618
C -12.282 18.175 -2.826 -0.455 1.234 -0.206 -0.868
H -11.715 18.460 -6.397 0.276 -0.338 0.083 0.337
H -12.899 19.003 -5.287 -0.281 -0.086 0.034 0.203
H -13.065 17.376 -6.033 0.152 -0.234 0.483 0.342
H -11.694 18.189 -1.909 0.005 -0.597 -0.146 0.336
H -13.253 17.687 -2.743 0.372 -0.804 0.073 0.371
H -12.614 19.206 -2.950 0.454 0.373 -0.417 0.230
C -19.677 19.967 5.424 0.103 0.903 0.728 -0.877
S -19.710 21.699 4.787 1.192 0.556 -0.427 0.530
O -18.272 22.081 4.469 -1.432 -0.541 0.525 -0.649
C -20.257 22.597 6.323 0.077 -0.070 -1.651 -0.938
H -18.875 19.990 6.162 -0.015 -0.280 0.081 0.289
H -19.478 19.199 4.676 0.018 0.513 -0.282 0.314
H -20.632 19.763 5.908 0.008 0.006 0.014 0.330
H -19.493 22.611 7.100 -0.507 -0.742 0.305 0.323
H -21.277 22.216 6.382 0.154 -0.398 1.224 0.365
H -20.443 23.642 6.075 0.384 0.027 -0.552 0.315
C -29.495 14.564 -2.966 0.123 0.293 0.035 -0.931
S -27.724 14.782 -2.502 -0.396 -0.715 -1.710 0.530
O -26.980 14.258 -3.734 -0.602 0.857 1.516 -0.639
C -27.680 16.621 -2.594 -0.199 -1.133 0.019 -0.860
H -29.626 14.886 -3.999 0.237 0.289 0.021 0.307
H -30.126 15.155 -2.301 0.021 -0.021 0.037 0.331
H -29.824 13.525 -2.952 0.455 -0.059 0.367 0.317
H -28.386 17.091 -1.910 0.061 -0.205 0.106 0.370
H -27.945 16.850 -3.626 0.436 0.263 0.036 0.308
H -26.654 16.816 -2.281 -0.097 0.446 -0.409 0.270
C -20.322 26.839 -10.947 0.300 -0.760 0.326 -0.901
S -19.776 26.200 -9.290 -2.016 1.529 0.903 0.534
O -19.918 27.411 -8.388 0.439 -1.416 -0.693 -0.618
C -21.246 25.066 -8.836 0.528 0.538 -0.872 -0.906
H -19.567 27.578 -11.215 0.189 -0.265 0.011 0.302
H -21.283 27.346 -11.037 -0.147 -0.287 0.660 0.315
H -20.289 25.968 -11.602 0.062 0.164 -0.310 0.327
H -21.339 24.291 -9.596 0.134 -0.047 -0.079 0.332
H -22.169 25.646 -8.829 0.199 0.218 0.070 0.322
H -21.092 24.591 -7.867 0.333 0.307 -0.041 0.295
C -17.237 20.809 -7.776 -0.525 -0.037 0.021 -0.977
S -16.544 21.900 -9.121 2.463 -2.099 0.848 0.551
O -15.142 21.291 -9.340 -1.834 1.168 0.287 -0.670
C -17.511 21.327 -10.513 -0.922 -0.482 0.278 -0.819
H -16.978 21.158 -6.777 0.292 0.412 -0.262 0.350
H -16.879 19.782 -7.847 0.443 0.169 -0.538 0.355
H -18.323 20.716 -7.776 -0.158 0.429 -0.313 0.327
H -16.874 21.149 -11.379 0.053 0.500 0.155 0.342
H -18.290 22.078 -10.643 0.074 0.017 -0.497 0.255
H -18.010 20.386 -10.281 0.116 -0.075 0.079 0.286
C -24.373 22.738 1.662 -0.457 -1.428 0.246 -0.882
S -25.230 21.947 3.106 -0.823 2.222 -0.132 0.537
O -25.120 22.922 4.255 0.100 -0.983 -0.710 -0.641
C -26.909 22.230 2.362 0.467 -0.628 0.007 -0.927
H -24.641 23.788 1.551 0.328 -0.071 0.361 0.330
H -24.744 22.182 0.801 -0.046 0.052 -0.176 0.274
H -23.323 22.460 1.754 0.063 0.680 0.103 0.348
H -27.048 23.273 2.080 0.184 -0.020 0.181 0.315
H -27.705 21.895 3.027 0.270 0.101 0.219 0.318
H -26.943 21.596 1.475 -0.055 0.045 -0.117 0.331
C -18.306 25.894 -3.699 -0.350 0.425 -0.715 -0.853
S -19.023 27.349 -2.870 -1.539 0.125 0.093 0.473
O -20.069 27.991 -3.796 1.611 -1.490 1.403 -0.600
C -19.922 26.382 -1.498 -0.137 1.366 -0.825 -0.886
H -19.170 25.455 -4.198 0.192 -0.439 0.031 0.259
H -17.730 25.205 -3.082 -0.451 0.114 0.389 0.359
H -17.611 26.246 -4.462 -0.168 0.254 -0.057 0.322
H -20.378 27.174 -0.905 0.533 0.136 0.369 0.318
H -19.189 25.795 -0.944 -0.208 0.020 -0.047 0.327
H -20.822 25.856 -1.818 0.507 -0.543 -0.615 0.284
C -22.215 16.902 -8.149 0.352 -0.703 -0.909 -0.962
S -21.733 16.343 -6.467 1.175 -1.264 0.068 0.527
O -20.213 16.396 -6.263 -2.361 -0.035 -0.852 -0.613
C -22.210 14.537 -6.764 -0.063 0.056 0.708 -0.995
H -21.756 16.276 -8.914 0.793 0.034 0.173 0.344
H -21.968 17.943 -8.359 0.049 -0.069 0.437 0.313
H -23.251 16.703 -8.422 -0.406 0.276 0.936 0.358
H -23.289 14.424 -6.871 -0.068 0.501 -0.641 0.368
H -22.073 13.920 -5.876 0.555 0.602 0.494 0.323
H -21.638 14.006 -7.524 -0.042 0.607 -0.391 0.335
C -25.231 20.728 -5.246 -0.379 -0.287 0.185 -0.910
S -26.209 22.133 -4.504 -0.083 -1.125 1.158 0.472
O -26.816 21.675 -3.159 1.308 0.606 -2.202 -0.612
C -24.792 23.235 -4.099 -0.541 0.401 0.190 -0.753
H -25.823 20.017 -5.823 -0.771 0.385 0.141 0.352
H -24.824 20.107 -4.448 0.427 0.440 0.140 0.291
H -24.501 21.075 -5.977 0.243 0.348 0.461 0.327
H -23.927 23.251 -4.762 -0.153 -0.587 -0.074 0.300
H -24.519 23.060 -3.059 0.083 -0.227 -0.119 0.221
H -25.215 24.238 -4.166 -0.091 0.029 0.163 0.311
C -24.956 16.221 2.749 0.194 1.875 -0.260 -0.974
S -26.653 16.475 3.469 0.261 -3.278 -2.352 0.479
O -27.571 15.927 2.337 1.283 1.212 2.324 -0.600
C -26.276 15.003 4.582 -0.616 0.055 0.033 -0.914
H -24.210 16.521 3.485 0.016 -0.560 0.307 0.382
H -24.783 16.975 1.980 -0.507 0.205 -0.178 0.323
H -24.744 15.283 2.235 -0.522 -0.302 0.651 0.343
H -25.444 15.194 5.259 0.179 0.259 -0.336 0.343
H -26.059 14.191 3.888 0.123 0.109 0.036 0.288
H -27.090 14.666 5.224 -0.396 0.442 -0.266 0.329
C -20.883 12.500 -0.419 0.148 0.375 0.530 -0.876
S -19.748 13.885 0.042 -0.356 0.211 1.795 0.491
O -20.364 14.642 1.215 0.002 -0.512 -1.548 -0.609
C -18.535 12.887 0.940 0.491 -0.433 -1.065 -0.909
H -21.068 11.938 0.497 -0.097 -0.027 -0.044 0.290
H -20.471 11.847 -1.188 0.255 0.189 0.041 0.345
H -21.814 12.932 -0.785 0.110 0.121 0.078 0.308
H -18.211 12.085 0.278 -0.199 -0.389 0.114 0.336
H -18.991 12.527 1.863 0.004 0.075 -0.144 0.298
H -17.612 13.439 1.114 -0.381 0.436 0.247 0.323
```
Forces are in eV/Å.

Calculated values
**ΔE to the lowest compared entry with this formula, charge and spin**: 118.78 kcal per mole
**Net charge**: 0
**Electronic energy**: -210739.7511 eV
**M**: 1093.90 Da
**Gap between HOMO and LUMO**: 0.314 hartree

***

# 2
C28H85BF4N7O11 | ωB97M-V with the def2-TZVPD basis set

The geometry in XYZ format:
```
136
Properties=species:S:1:pos:R:3:forces:R:3:mulliken_charge:R:1
B 17.596 -4.130 14.714 -0.229 0.627 0.138 -0.361
F 17.824 -3.961 13.352 0.174 -0.058 -0.039 0.016
F 18.833 -4.181 15.420 0.252 -0.192 -0.205 0.149
F 16.916 -2.989 15.209 -0.121 -0.517 -0.207 0.248
F 16.865 -5.284 14.969 0.016 -0.078 0.005 -0.222
C 11.408 -1.092 10.346 0.306 -0.899 -0.202 -1.835
C 12.264 -1.295 11.602 -0.759 1.493 -0.559 1.449
C 13.734 -1.377 11.225 -0.422 -1.094 -0.692 -0.826
O 14.487 -1.744 12.353 0.276 0.753 -0.073 -0.129
C 15.882 -1.632 12.169 0.423 0.021 -0.370 -0.094
N 11.977 -0.140 12.483 0.747 -0.637 0.320 -0.723
H 11.595 -1.899 9.627 -0.049 0.018 0.006 0.344
H 11.637 -0.161 9.823 -0.040 0.142 0.214 0.468
H 10.355 -1.132 10.617 -0.019 0.234 -0.015 0.349
H 11.891 -2.173 12.128 0.395 -0.157 0.030 -0.570
H 14.018 -0.444 10.717 0.275 0.337 0.651 0.476
H 13.889 -2.115 10.418 -0.110 -0.282 0.158 0.278
H 16.237 -2.494 11.599 0.206 0.039 -0.021 -0.043
H 16.422 -1.589 13.113 -0.403 -0.331 0.261 -0.316
H 16.168 -0.710 11.647 -0.286 -0.003 -0.196 0.353
H 12.368 0.686 12.036 -0.097 0.042 0.016 0.375
H 12.563 -0.298 13.310 -0.344 0.349 0.205 0.283
C 17.293 -4.739 20.264 -1.095 -0.093 -0.270 -1.689
C 17.091 -4.355 18.801 1.957 -0.594 -0.573 1.177
C 15.687 -4.413 18.269 -0.612 0.114 -0.265 0.344
O 15.133 -5.713 18.396 0.366 -0.450 0.261 -0.420
C 13.923 -5.863 17.694 0.262 0.227 0.616 -0.213
N 17.751 -3.081 18.475 -0.786 0.616 0.612 -0.765
H 18.359 -4.745 20.483 -0.033 0.177 0.260 0.434
H 16.893 -5.747 20.402 0.207 -0.077 -0.043 0.290
H 16.698 -4.118 20.939 0.391 0.317 0.070 0.340
H 17.733 -5.086 18.282 -0.749 -0.568 -0.244 -0.083
H 15.663 -4.157 17.202 0.240 0.277 0.056 -0.408
H 15.040 -3.703 18.805 0.070 0.118 -0.032 0.267
H 14.065 -5.967 16.613 0.241 0.094 0.017 -0.030
H 13.281 -5.000 17.903 -0.155 -0.053 -0.175 0.218
H 13.441 -6.762 18.073 -0.057 -0.067 -0.037 0.279
H 18.733 -3.203 18.680 0.057 0.024 0.019 0.341
H 17.692 -2.892 17.480 -0.173 -0.012 0.043 -0.017
C 16.043 -9.379 10.974 -0.843 -0.334 -0.284 -1.258
C 16.656 -8.372 10.014 0.361 0.164 0.097 0.177
C 16.394 -6.931 10.467 0.399 -0.434 -0.748 0.902
O 16.948 -6.088 9.462 0.104 0.054 -0.099 -0.530
C 16.917 -4.734 9.834 0.216 0.360 -0.260 0.107
N 18.093 -8.629 9.874 -0.005 -0.136 0.195 -0.806
H 14.992 -9.118 11.139 0.151 0.290 0.455 0.272
H 16.586 -9.472 11.915 -0.116 0.351 0.120 0.292
H 15.933 -10.395 10.583 0.558 0.097 -0.373 0.324
H 16.195 -8.452 9.024 -0.004 -0.152 -0.005 0.367
H 16.913 -6.740 11.413 -0.396 0.050 0.237 -0.063
H 15.315 -6.757 10.472 -0.013 0.091 0.533 -0.500
H 17.662 -4.494 10.601 -0.221 -0.155 0.289 0.094
H 15.915 -4.434 10.154 0.017 0.017 0.205 -0.339
H 17.172 -4.118 8.969 -0.047 -0.212 -0.151 0.362
H 18.551 -7.793 9.525 -0.086 -0.014 -0.119 0.331
H 18.461 -8.771 10.811 0.110 -0.022 -0.060 0.309
C 19.936 -0.562 15.548 1.126 -0.105 -0.758 -1.525
C 19.507 0.890 15.482 -0.313 0.359 1.118 0.105
C 18.883 1.316 14.159 -0.309 -1.192 0.993 -0.393
O 19.786 1.081 13.102 -0.543 0.681 0.051 -0.287
C 19.237 1.558 11.897 0.760 -0.152 -1.023 -0.672
N 18.527 1.115 16.586 0.228 0.407 -0.636 -0.622
H 19.190 -1.347 15.421 -0.473 0.397 0.112 0.271
H 20.478 -0.749 16.478 -0.101 -0.041 0.051 0.584
H 20.655 -0.716 14.735 0.047 -0.087 0.145 0.236
H 20.360 1.540 15.716 0.333 -0.241 -0.510 0.387
H 18.528 2.350 14.235 0.238 0.159 -0.274 0.436
H 17.993 0.674 14.066 -0.107 0.152 -0.350 0.051
H 18.406 0.957 11.514 -0.222 0.004 0.401 0.170
H 20.016 1.479 11.132 0.055 -0.043 0.143 0.279
H 18.960 2.616 11.925 -0.180 -0.021 0.320 0.332
H 18.985 0.838 17.448 -0.216 -0.177 0.068 0.249
H 18.353 2.112 16.682 -0.107 -0.062 -0.015 0.215
C 10.396 -5.369 11.353 0.184 -0.013 0.661 -1.534
C 11.656 -4.831 10.677 -0.530 0.474 0.473 2.262
C 12.968 -5.456 11.125 -0.369 -0.301 -0.272 -0.217
O 13.013 -5.504 12.532 0.488 0.583 -0.097 -0.371
C 14.353 -5.641 13.010 -0.330 0.085 0.299 0.457
N 11.555 -4.797 9.213 0.269 -0.345 0.233 -0.729
H 9.568 -4.671 11.204 -0.091 -0.196 -0.419 0.451
H 10.510 -5.380 12.440 0.241 -0.131 -0.030 0.075
H 10.133 -6.383 11.043 -0.065 0.053 -0.171 0.382
H 11.724 -3.797 11.025 0.064 0.039 -0.183 -1.598
H 13.761 -4.842 10.686 0.188 0.050 0.227 -0.147
H 13.105 -6.471 10.723 -0.140 -0.104 -0.114 0.427
H 14.716 -6.642 12.771 0.249 0.013 0.102 0.323
H 14.355 -5.477 14.087 -0.214 -0.251 0.040 -0.668
H 15.031 -4.873 12.626 -0.093 -0.055 -0.369 0.037
H 10.620 -4.486 8.974 0.043 0.064 -0.092 0.340
H 11.619 -5.757 8.883 -0.017 0.065 -0.146 0.321
C 22.384 -2.642 12.668 1.145 0.720 0.525 -1.292
C 22.333 -4.042 13.311 -1.160 1.263 -1.364 0.158
C 22.231 -3.945 14.818 0.489 -1.154 0.015 0.270
O 23.440 -3.446 15.343 0.238 0.057 -0.204 -0.407
C 23.624 -3.769 16.709 -0.020 0.921 -0.286 -0.649
N 21.108 -4.702 12.774 0.310 0.120 0.695 -0.433
H 23.094 -1.960 13.156 0.008 -0.307 0.296 0.327
H 21.426 -2.128 12.750 -0.158 -0.209 -0.228 0.271
H 22.763 -2.645 11.644 -0.502 -0.298 -0.184 0.389
H 23.175 -4.625 12.941 0.231 -0.081 0.574 0.334
H 22.081 -4.977 15.168 -0.165 0.080 0.208 0.406
H 21.377 -3.345 15.150 -0.072 0.078 -0.164 -0.396
H 23.808 -4.839 16.838 -0.231 -0.033 0.169 0.267
H 22.773 -3.385 17.278 -0.077 -0.509 0.215 0.242
H 24.495 -3.200 17.039 0.119 -0.189 -0.028 0.294
H 21.093 -4.523 11.777 -0.126 -0.165 -0.062 0.234
H 20.313 -4.186 13.152 -0.108 -0.010 -0.182 -0.097
C 12.863 -1.864 17.290 0.022 -0.559 0.030 -1.820
C 13.133 -2.354 15.871 -1.023 0.346 -0.345 2.058
C 11.826 -2.769 15.177 -0.139 0.638 0.247 -0.310
O 11.062 -3.688 15.940 -0.313 -0.144 -0.008 -0.516
C 11.455 -5.027 15.763 0.696 -0.020 -0.137 0.204
N 13.734 -1.267 15.092 0.192 -0.667 0.150 -0.455
H 13.828 -1.544 17.688 -0.117 -0.147 0.403 0.378
H 12.422 -2.706 17.829 0.385 0.075 0.355 0.344
H 12.147 -1.051 17.423 0.056 0.173 -0.615 0.347
H 13.738 -3.268 15.968 0.400 0.180 -0.103 -0.658
H 11.979 -3.136 14.154 0.241 -0.210 0.054 -0.151
H 11.221 -1.862 15.090 -0.063 -0.033 0.015 0.477
H 11.188 -5.423 14.777 -0.167 0.069 -0.025 -0.198
H 11.015 -5.641 16.548 -0.178 0.091 -0.019 0.368
H 12.545 -5.115 15.854 -0.332 -0.041 -0.168 -0.313
H 14.064 -1.618 14.190 -0.106 0.093 0.395 0.031
H 14.565 -0.969 15.607 -0.141 0.261 -0.294 0.462
O 19.285 -6.645 13.706 0.034 0.055 0.247 -0.804
H 18.855 -6.065 14.350 0.135 -0.191 -0.113 0.151
H 20.055 -6.110 13.417 -0.144 -0.317 -0.115 0.388
O 20.283 -4.411 17.831 0.339 -0.215 -0.098 -0.602
H 20.621 -5.312 17.853 -0.003 0.037 0.058 0.335
H 19.830 -4.357 16.976 -0.165 0.056 0.008 0.257
O 16.362 -0.666 16.218 0.421 -0.079 -0.618 -0.930
H 16.651 -1.446 15.702 -0.263 0.513 0.529 0.391
H 17.087 -0.015 16.121 -0.304 -0.115 0.534 0.317
O 16.898 -8.358 14.661 -0.079 0.055 -0.039 -0.718
H 17.485 -7.633 14.403 0.046 -0.183 -0.076 0.339
H 16.212 -7.925 15.180 0.052 0.043 0.004 0.309
```
Forces are in eV/Å.

Calculated values
**Net charge**: -1
**Electronic energy**: -74921.2836 eV
**M**: 782.83 Da
**Gap between HOMO and LUMO**: 0.310 hartree

***

| no. | F_max (eV/Å) |
| --- | --- |
| 1 | 4.04 |
| 2 | 2.19 |